Entry 1:
Computed, not measured: C19H20BN8O2V as an isolated structure, with ωB97M-V/def2-TZVPD.

CARTESIAN COORDINATES (ANGSTROEM)
1 V -1.002 -0.272 0.295
2 C 2.908 -0.906 -1.750
3 C 1.987 -1.214 -0.740
4 N 0.925 -0.418 -0.820
5 N 1.143 0.407 -1.868
6 C 2.324 0.131 -2.445
7 B 0.043 1.391 -2.309
8 N -1.166 0.530 -2.729
9 C -1.372 -0.090 -3.898
10 C -2.474 -0.913 -3.758
11 C -2.855 -0.750 -2.425
12 N -2.057 0.121 -1.805
13 N -0.339 2.326 -1.141
14 C -0.406 3.671 -1.190
15 C -0.765 4.131 0.059
16 C -0.899 2.967 0.831
17 N -0.644 1.893 0.094
18 H 3.863 -1.369 -1.933
19 H 2.050 -1.954 0.039
20 H 2.662 0.692 -3.301
21 H 0.414 2.087 -3.222
22 H -0.725 0.091 -4.741
23 H -2.915 -1.562 -4.495
24 H -3.644 -1.258 -1.892
25 H -0.185 4.200 -2.101
26 H -0.897 5.154 0.368
27 H -1.157 2.862 1.872
28 N -3.132 -0.089 1.009
29 C -3.684 -1.443 1.196
30 C -2.972 -2.485 0.310
31 O -3.606 -3.507 0.051
32 O -1.776 -2.201 -0.010
33 H -3.326 0.500 1.808
34 H -3.528 0.362 0.190
35 H -4.760 -1.505 1.029
36 H -3.489 -1.751 2.224
37 C -0.319 -0.462 2.467
38 C 1.109 -0.552 2.495
39 C 1.945 0.583 2.329
40 C 3.313 0.476 2.262
41 C 3.948 -0.770 2.375
42 C 3.146 -1.904 2.565
43 C 1.777 -1.799 2.623
44 C 5.368 -0.886 2.308
45 N 6.516 -0.981 2.256
46 H -0.725 0.456 2.901
47 H -0.824 -1.348 2.855
48 H 1.480 1.556 2.217
49 H 3.921 1.361 2.116
50 H 3.624 -2.871 2.665
51 H 1.176 -2.690 2.761

The calculation puts the LUMO energy (alpha / beta) at 2.493 / 2.487 eV. The charge is -1. The relative energy (zero: lowest compared OMol25 entry of this formula, charge and spin) comes out at 0.00 kcal/mol. Its maximum force is 0.5 eV/Å. The multiplicity is 4.

Entry 2:
Computed, not measured: an isolated ion of composition C21H22N3 and charge +1 in a non-equilibrium geometry, with ωB97M-V/def2-TZVPD.

CARTESIAN COORDINATES (ANGSTROEM)
1 C -1.175 -4.099 0.264
2 C -0.483 -3.124 -0.596
3 N -0.231 -3.367 -1.925
4 C 0.521 -2.310 -2.457
5 C 0.724 -1.361 -1.417
6 C 1.235 -0.103 -1.695
7 C 1.571 0.214 -3.001
8 C 1.345 -0.698 -4.030
9 C 0.787 -1.957 -3.766
10 C 0.071 -1.879 -0.262
11 C -0.347 -0.940 0.834
12 C 0.778 -0.180 1.503
13 C 2.154 -0.205 1.192
14 C 2.977 0.832 1.638
15 C 2.492 1.847 2.453
16 C 3.339 3.019 2.805
17 C 1.183 1.733 2.907
18 C 0.360 0.711 2.486
19 H -1.041 -3.807 1.318
20 H -2.255 -4.131 0.034
21 H -0.770 -5.124 0.152
22 H -0.580 -4.154 -2.450
23 H 1.411 0.593 -0.891
24 H 1.989 1.198 -3.219
25 H 1.565 -0.395 -5.050
26 H 0.498 -2.621 -4.581
27 H -0.984 -1.452 1.569
28 H 2.572 -0.989 0.566
29 H 4.032 0.830 1.359
30 H 2.785 3.683 3.484
31 H 4.292 2.702 3.252
32 H 3.601 3.602 1.911
33 H 0.801 2.480 3.590
34 H -0.631 0.598 2.907
35 C -3.318 3.206 -0.137
36 N -2.858 1.813 -0.064
37 C -1.660 1.391 0.413
38 N -1.586 0.084 0.380
39 C -2.801 -0.368 -0.139
40 C -3.601 0.686 -0.448
41 H -4.330 3.214 -0.590
42 H -3.375 3.635 0.887
43 H -2.627 3.810 -0.764
44 H -0.849 2.029 0.754
45 H -2.995 -1.393 -0.300
46 H -4.585 0.746 -0.875

The calculation puts the LUMO energy at -2.226 eV. The charge is +1. The relative energy (zero: lowest compared OMol25 entry of this formula, charge and spin) comes out at 0.00 kcal/mol. Its maximum force is 2.0 eV/Å. As for the structure (SMILES): Cc1ccc([C@H](c2c(C)[nH]c3ccccc23)[n+]2ccn(C)c2)cc1.

Entry 3:
Computed, not measured: C36H58O3SSb2Si2Ti as an isolated structure in a non-equilibrium geometry, with ωB97M-V/def2-TZVPD.

CARTESIAN COORDINATES (ANGSTROEM)
1 Ti 0.279 -0.668 0.782
2 C 4.754 0.400 2.392
3 Sb 3.198 -0.466 1.151
4 C 4.374 -0.322 -0.641
5 C 3.590 -2.552 1.815
6 C 4.405 -3.290 0.825
7 C 5.768 -3.002 0.764
8 C 6.583 -3.578 -0.190
9 C 6.042 -4.463 -1.108
10 C 4.697 -4.772 -1.047
11 C 3.860 -4.196 -0.096
12 C 2.420 -4.558 -0.108
13 Sb 1.195 -2.844 -0.750
14 C -0.348 -3.998 -1.705
15 C 2.354 -2.568 -2.537
16 H 5.717 0.040 2.043
17 H 4.624 0.128 3.435
18 H 4.723 1.482 2.304
19 H 5.010 -1.199 -0.733
20 H 4.990 0.569 -0.550
21 H 3.735 -0.228 -1.515
22 H 2.614 -3.007 2.003
23 H 4.123 -2.456 2.761
24 H 6.187 -2.317 1.492
25 H 7.632 -3.329 -0.226
26 H 6.663 -4.916 -1.864
27 H 4.273 -5.474 -1.752
28 H 2.076 -4.911 0.865
29 H 2.228 -5.331 -0.852
30 H 0.019 -5.008 -1.884
31 H -0.587 -3.515 -2.650
32 H -1.245 -4.024 -1.092
33 H 2.155 -3.423 -3.178
34 H 3.410 -2.547 -2.287
35 H 2.067 -1.656 -3.052
36 C -4.352 0.168 2.576
37 C -4.207 -1.143 3.342
38 C -4.799 -2.286 2.529
39 C -4.901 -1.051 4.700
40 O -2.818 -1.417 3.613
41 Si -1.566 -1.634 2.629
42 S -1.900 -1.568 0.543
43 O -0.574 -2.872 3.009
44 C -0.873 -4.248 3.285
45 C 0.424 -4.883 3.793
46 C -1.953 -4.341 4.359
47 C -1.328 -4.916 1.988
48 O -0.420 -0.372 2.715
49 C -0.123 0.372 3.922
50 C 1.286 0.944 3.765
51 C -0.162 -0.549 5.139
52 C -1.136 1.510 4.034
53 H -5.400 0.324 2.345
54 H -3.788 0.136 1.645
55 H -3.998 1.002 3.175
56 H -5.850 -2.084 2.349
57 H -4.712 -3.223 3.071
58 H -4.288 -2.383 1.575
59 H -5.952 -0.817 4.555
60 H -4.451 -0.274 5.312
61 H -4.824 -1.999 5.227
62 H 0.749 -4.384 4.703
63 H 1.205 -4.800 3.039
64 H 0.255 -5.934 4.008
65 H -1.678 -3.733 5.217
66 H -2.071 -5.371 4.681
67 H -2.902 -3.983 3.972
68 H -0.559 -4.820 1.218
69 H -2.236 -4.444 1.621
70 H -1.521 -5.970 2.155
71 H 2.015 0.128 3.753
72 H 1.518 1.595 4.603
73 H 1.352 1.526 2.835
74 H 0.488 -1.406 4.977
75 H -1.169 -0.911 5.321
76 H 0.183 -0.017 6.020
77 H -1.177 2.054 3.088
78 H -0.844 2.202 4.819
79 H -2.120 1.112 4.263
80 C -2.797 4.438 -0.526
81 C -1.910 4.497 -1.587
82 C -0.924 3.535 -1.718
83 C -0.814 2.497 -0.799
84 C -1.722 2.448 0.255
85 C -2.701 3.413 0.400
86 Si 0.472 1.099 -0.975
87 C -0.063 0.210 -2.587
88 C -1.273 -0.482 -2.593
89 C -1.763 -1.067 -3.748
90 C -1.062 -0.947 -4.938
91 C 0.143 -0.265 -4.951
92 C 0.637 0.300 -3.787
93 H -3.558 5.195 -0.418
94 H -1.997 5.291 -2.314
95 H -0.237 3.579 -2.550
96 H -1.652 1.613 0.963
97 H -3.398 3.367 1.224
98 H 1.778 1.779 -1.325
99 H -1.857 -0.548 -1.683
100 H -2.703 -1.598 -3.721
101 H -1.462 -1.363 -5.851
102 H 0.699 -0.165 -5.872
103 H 1.576 0.836 -3.811

The calculation puts the LUMO energy (alpha / beta) at -3.429 / -3.141 eV. The charge is +1. The relative energy (zero: lowest compared OMol25 entry of this formula, charge and spin) comes out at 0.00 kcal/mol. Its maximum force is 1.8 eV/Å. The multiplicity is 2.

Entry 4:
Computed, not measured: C22H38IN8O5PS as an isolated structure in a non-equilibrium geometry, with ωB97M-V/def2-TZVPD.

CARTESIAN COORDINATES (ANGSTROEM)
1 C -4.712 2.492 -0.824
2 C -3.408 2.851 -0.070
3 P -1.895 1.861 -0.427
4 C -1.329 1.999 -2.188
5 C -2.185 2.958 -3.070
6 C -2.100 0.051 0.105
7 I -3.304 -0.788 -1.549
8 C -2.851 -0.027 1.448
9 N -1.998 -0.308 2.620
10 C -1.119 -1.503 2.479
11 C -0.845 -1.909 1.030
12 N -1.959 -2.825 0.620
13 C -1.891 -3.988 0.971
14 S -1.824 -5.428 1.552
15 C 0.456 -2.781 0.860
16 O 1.109 -3.043 1.899
17 O 0.770 -3.116 -0.292
18 N -0.782 -0.669 0.229
19 C 0.376 0.160 0.685
20 C 1.290 0.652 -0.473
21 C 2.658 -0.063 -0.431
22 N 2.811 -0.898 -1.619
23 C 3.734 -2.018 -1.453
24 C 3.200 -3.212 -2.256
25 C 2.546 -2.985 -3.454
26 C 2.046 -4.048 -4.157
27 C 2.158 -5.346 -3.712
28 C 2.829 -5.563 -2.531
29 C 3.345 -4.506 -1.825
30 O 4.033 -4.715 -0.640
31 H -5.512 3.180 -0.529
32 H -4.609 2.428 -1.907
33 H -5.047 1.509 -0.467
34 H -3.630 2.860 1.000
35 H -3.164 3.886 -0.339
36 H -1.186 1.043 -2.703
37 H -0.340 2.466 -2.143
38 H -2.577 3.800 -2.497
39 H -2.955 2.428 -3.635
40 H -1.492 3.376 -3.812
41 H -3.461 0.851 1.665
42 H -3.559 -0.869 1.348
43 H -2.648 -0.491 3.373
44 H -0.151 -1.280 2.938
45 H -1.539 -2.316 3.079
46 H -0.549 -0.954 -0.735
47 H 0.083 0.975 1.344
48 H 1.047 -0.427 1.322
49 H 0.872 0.441 -1.463
50 H 1.396 1.734 -0.339
51 H 3.426 0.735 -0.495
52 H 2.846 -0.587 0.507
53 H 3.003 -0.347 -2.443
54 H 4.766 -1.784 -1.756
55 H 3.696 -2.336 -0.408
56 H 2.432 -1.983 -3.849
57 H 1.538 -3.871 -5.104
58 H 1.741 -6.180 -4.265
59 H 2.922 -6.588 -2.180
60 H 3.411 -5.093 -0.005
61 C 4.312 0.029 3.510
62 O 3.278 0.677 3.522
63 N 5.548 0.615 3.459
64 N 4.323 -1.335 3.540
65 H 6.407 0.101 3.447
66 H 5.578 1.617 3.433
67 H 3.433 -1.802 3.575
68 H 5.160 -1.886 3.526
69 C -3.918 6.392 1.142
70 O -4.322 6.112 0.026
71 N -4.721 6.956 2.092
72 N -2.628 6.164 1.537
73 H -4.411 7.193 3.014
74 H -5.674 7.137 1.836
75 H -2.008 5.751 0.865
76 H -2.278 6.386 2.449

The calculation puts the LUMO energy at -0.283 eV. The charge is 0. Its maximum force is 2.7 eV/Å.

Entry 5:
Computed, not measured: one molecule with the formula C4H8S in a non-equilibrium geometry, with ωB97M-V/def2-TZVPD.

CARTESIAN COORDINATES (ANGSTROEM)
1 C -0.077 0.113 0.857
2 C -0.822 -0.732 -0.225
3 C 0.032 0.036 -1.267
4 C 0.371 1.162 -0.220
5 H 0.869 -1.690 2.342
6 H -0.750 0.539 1.602
7 H -1.865 -0.396 -0.296
8 H -0.689 -1.810 -0.213
9 H 0.943 -0.487 -1.561
10 H -0.517 0.370 -2.163
11 H 1.428 1.450 -0.171
12 H -0.250 2.059 -0.319
13 S 1.326 -0.614 1.634

The calculation puts the LUMO energy at 0.962 eV. The charge is 0. The relative energy (zero: lowest compared OMol25 entry of this formula, charge and spin) comes out at 10.36 kcal/mol. Its maximum force is 2.0 eV/Å. As for the structure (SMILES): SC1CCC1.

Entry 6:
Computed, not measured: a 2-piece molecular cluster, C4H7NO2 overall, with ωB97M-V/def2-TZVPD.

CARTESIAN COORDINATES (ANGSTROEM)
1 N 1.535 0.617 1.767
2 C 0.639 0.271 0.778
3 O -0.506 0.951 0.527
4 C 0.564 -0.939 -0.020
5 C -0.709 -0.539 0.708
6 C -1.532 0.345 -2.151
7 O -1.298 -0.602 -2.861
8 H 1.402 1.518 2.200
9 H 2.492 0.341 1.617
10 H 1.109 -1.771 0.434
11 H 0.558 -0.940 -1.107
12 H -0.962 -0.868 1.704
13 H -0.751 1.068 -1.856
14 H -2.540 0.547 -1.741

The calculation puts the LUMO energy at 0.804 eV. The charge is 0. The relative energy (zero: lowest compared OMol25 entry of this formula, charge and spin) comes out at 121.80 kcal/mol. Its maximum force is 0.6 eV/Å. As for the structure (SMILES): N[C@]12C[C@@H]1O2.C=O.

Entry 7:
Computed, not measured: a 7-piece molecular cluster, C11H25BrO11 overall in a non-equilibrium geometry, with ωB97M-V/def2-TZVPD.

CARTESIAN COORDINATES (ANGSTROEM)
1 C 2.239 -3.104 0.937
2 C 2.176 -2.867 -0.696
3 C 0.953 -1.818 -1.146
4 Br 0.720 -1.721 -3.153
5 C 1.229 -0.366 -0.436
6 C 0.204 0.672 -0.140
7 C -1.407 0.760 -0.425
8 C -2.221 -0.656 -0.275
9 C -3.871 -0.423 -0.420
10 C -4.566 -0.358 1.068
11 O -5.834 0.073 1.135
12 O -3.875 -0.699 2.327
13 C 1.003 1.894 0.606
14 O 0.388 2.748 1.443
15 O 2.419 1.786 0.206
16 C 2.653 0.311 0.120
17 O 3.808 -0.279 0.451
18 H 3.365 -3.189 1.246
19 H 1.698 -4.102 1.273
20 H 1.754 -2.240 1.568
21 H 1.855 -3.912 -1.168
22 H 3.225 -2.547 -1.108
23 H -0.040 -2.334 -0.739
24 H -1.559 1.160 -1.539
25 H -1.940 1.569 0.268
26 H -1.935 -1.300 0.659
27 H -1.932 -1.312 -1.228
28 H -4.336 -1.333 -1.020
29 H -4.114 0.579 -0.983
30 H -3.150 -0.011 2.422
31 O -2.951 1.166 -2.890
32 H -2.421 1.857 -3.315
33 H -3.729 1.083 -3.462
34 O 6.406 0.138 1.571
35 H 5.486 0.113 1.267
36 H 6.907 -0.236 0.831
37 O 2.520 4.693 -1.079
38 H 2.705 5.246 -0.305
39 H 2.774 3.801 -0.796
40 O 1.212 -2.495 3.820
41 H 1.204 -2.901 4.700
42 H 1.983 -1.910 3.839
43 O -0.494 2.384 4.500
44 H -0.419 2.594 3.558
45 H -0.089 3.145 4.943
46 O -3.236 1.501 -5.764
47 H -3.355 2.175 -6.450
48 H -3.411 0.666 -6.224

The calculation puts the LUMO energy at -1.850 eV. The charge is 0. Its maximum force is 9.4 eV/Å. As for the structure (SMILES): CC[C@H](Br)C1=C(CCCC(=O)O)C(=O)OC1=O.O.O.O.O.O.O.

Entry 8:
Computed, not measured: C19H21MoNS as an isolated structure in a non-equilibrium geometry, with ωB97M-V/def2-TZVPD.

CARTESIAN COORDINATES (ANGSTROEM)
1 Mo 1.065 -1.320 -0.334
2 C -0.478 2.549 0.428
3 C 0.621 1.586 0.729
4 C 1.031 1.174 1.986
5 C 1.994 0.190 2.124
6 C 2.567 -0.202 3.420
7 C 2.693 -0.341 1.006
8 C 2.490 0.263 -0.265
9 C 3.595 0.292 -1.309
10 C 1.425 1.191 -0.329
11 H -1.450 1.989 0.292
12 H -0.268 3.139 -0.494
13 H -0.638 3.200 1.266
14 H 0.709 1.642 2.938
15 H 2.067 -1.155 3.760
16 H 2.291 0.533 4.172
17 H 3.681 -0.313 3.312
18 H 3.555 -0.918 1.300
19 H 4.139 -0.631 -1.224
20 H 4.269 1.149 -1.114
21 H 3.235 0.351 -2.345
22 H 1.229 1.669 -1.261
23 C -1.358 -1.928 2.084
24 C -1.800 -1.102 0.909
25 C -3.058 -0.529 0.884
26 C -3.505 0.066 -0.236
27 C -2.647 -0.026 -1.417
28 C -3.231 0.395 -2.608
29 C -2.545 0.214 -3.804
30 C -1.264 -0.371 -3.780
31 C -0.657 -0.795 -2.621
32 S 0.870 -1.739 -2.626
33 C -1.359 -0.609 -1.388
34 N -0.958 -1.040 -0.168
35 H -2.189 -2.549 2.304
36 H -1.214 -1.281 3.043
37 H -0.473 -2.542 1.928
38 H -3.555 -0.488 1.829
39 H -4.477 0.533 -0.270
40 H -4.247 0.802 -2.579
41 H -2.968 0.435 -4.785
42 H -0.731 -0.432 -4.732
43 H 1.543 -3.050 -0.025

The calculation puts the LUMO energy (alpha / beta) at -8.905 / -8.850 eV. The charge is +2. Its maximum force is 3.4 eV/Å. The multiplicity is 3.